# 1
Computed, not measured: C21H34IrN2O3S3 as an isolated structure, with ωB97M-V/def2-TZVPD.

Calculated values
Energy above the lowest of the compared OMol25 structures with the same formula, charge and spin, kcal/mol: 61.55
HOMO, eV: -15.7
Frontier orbital gap, eV: 6.06
Net charge: +3
F_max, eV/A: 3.19

Each line ends with the Löwdin charge.
Geometry (Å):
H  3.764  2.102  1.834  0.12
H  -0.954  -5.642  -1.590  0.21
C  2.723  1.775  1.802  -0.43
C  -3.197  2.904  0.039  0.01
C  2.231  1.455  3.187  -0.41
H  -4.239  2.617  0.044  0.13
H  2.231  2.369  3.783  0.12
H  2.560  -1.115  4.664  0.09
S  2.610  0.456  0.575  0.95
H  -4.529  0.617  1.250  0.11
H  1.344  -2.355  4.881  0.11
C  -2.892  4.196  -0.196  0.04
O  -1.329  5.883  -0.409  -0.01
C  -1.097  -4.816  0.305  -0.03
H  0.541  0.015  5.395  0.12
C  -0.806  -3.432  0.939  -0.14
H  0.559  6.049  -1.272  0.11
C  -0.827  2.325  0.258  -0.29
H  1.275  -5.440  -0.832  0.15
H  1.729  -2.610  -1.099  0.13
H  0.515  3.955  0.029  0.11
C  -2.188  1.920  0.276  -0.11
C  -3.951  0.137  0.459  0.02
H  -2.151  -5.077  0.372  0.15
C  -1.417  -3.639  -1.825  -0.03
C  -1.532  4.603  -0.190  -0.25
C  0.780  -4.565  -1.248  -0.03
Ir  0.407  -0.465  1.119  1.01
C  -0.003  6.421  -0.415  -0.02
H  -0.208  -3.559  1.838  0.09
H  -4.405  0.398  -0.496  0.11
H  2.125  2.565  1.355  0.08
C  3.851  -0.769  1.025  -0.45
N  -0.700  -4.761  -1.140  -0.07
H  -0.523  -5.607  0.785  0.15
H  4.814  -0.258  1.092  0.11
S  1.869  -2.049  2.578  0.91
O  0.196  1.508  0.431  -0.34
H  4.176  -2.496  2.223  0.10
H  -1.800  -1.737  -0.851  0.11
C  -2.520  0.590  0.518  -0.34
C  1.605  -1.477  4.291  -0.44
H  -1.196  -3.678  -2.889  0.15
N  -0.073  -2.572  -0.015  -0.25
O  -1.670  -0.329  0.780  -0.21
C  3.613  -1.566  2.285  -0.42
H  3.953  -1.038  3.173  0.08
H  -0.473  -0.914  4.287  0.10
H  -0.121  7.495  -0.502  0.11
H  1.741  -3.530  0.407  0.09
C  -0.947  -2.313  -1.189  -0.11
H  0.521  6.182  0.510  0.10
S  0.511  0.863  3.173  0.99
H  -4.005  -0.940  0.605  0.09
C  -0.527  3.668  0.041  0.07
H  1.041  -4.495  -2.302  0.15
H  2.856  0.726  3.694  0.07
H  -0.398  -1.704  -1.905  0.14
C  0.508  -0.456  4.410  -0.45
H  -3.654  4.936  -0.392  0.14
H  3.885  -1.415  0.148  0.08
H  -2.486  -3.795  -1.699  0.15
C  1.147  -3.280  -0.470  -0.14
H  -1.729  -2.923  1.215  0.13


# 2
Computed, not measured: a 2-piece molecular cluster, C10H14N3S overall, with ωB97M-V/def2-TZVPD.

Calculated values
Energy above the lowest of the compared OMol25 structures with the same formula, charge and spin, kcal/mol: 67.11
HOMO, eV: -12.6
Frontier orbital gap, eV: 8.32
Net charge: +1
F_max, eV/A: 4.09

Each line ends with the Löwdin charge.
Geometry (Å):
N  1.692  0.367  0.356  0.07
C  -0.060  1.787  -0.379  -0.15
C  -1.939  -3.252  0.326  -0.47
H  0.152  1.497  -1.414  0.13
C  2.951  -0.874  -1.479  -0.10
H  -1.875  0.819  2.916  0.11
H  -3.090  1.862  1.283  0.10
H  1.851  0.910  -1.729  0.11
H  3.249  1.202  -0.794  0.15
H  -2.063  -4.385  0.503  0.13
H  0.531  0.103  2.638  0.14
N  -2.340  -1.263  -0.437  -0.07
C  0.466  0.806  0.564  -0.32
C  -0.092  0.572  1.858  -0.03
H  3.874  -1.303  -1.068  0.07
N  -2.844  -2.509  -0.164  0.00
H  -3.018  -0.760  -0.864  0.10
C  -1.444  2.259  -0.064  0.00
H  -1.771  2.924  -0.958  0.16
C  -1.394  0.960  2.002  -0.03
H  0.739  2.516  -0.469  0.15
H  2.131  -0.136  1.218  0.21
S  -0.416  -2.491  0.332  0.99
H  3.169  -0.854  -2.627  0.12
C  -1.059  -1.024  -0.259  -0.37
H  2.264  -1.828  -1.342  0.10
C  2.444  0.426  -0.930  -0.22
C  -2.107  1.669  0.981  -0.07


# 3
Computed, not measured: C27H31F5GeN3OV as an isolated structure, with ωB97M-V/def2-TZVPD.

Calculated values
Energy above the lowest of the compared OMol25 structures with the same formula, charge and spin, kcal/mol: 48.10
HOMO (spin up / spin down), eV: -12.0 / -11.8
Frontier orbital gap (spin up / spin down), eV: 7.01 / 7.07
Net charge: +1
2S+1: 2
F_max, eV/A: 1.77
⟨S²⟩: 0.90

Each line ends with the Löwdin charge.
Geometry (Å):
H  1.759  5.354  -0.195  0.10
C  -2.893  0.700  0.453  -0.24
C  -0.021  -0.838  1.900  -0.14
F  -4.568  0.089  -3.183  0.15
C  -2.648  0.111  -1.811  -0.21
H  2.681  3.065  0.187  0.06
C  -2.061  0.316  -0.578  -0.11
F  -6.109  0.809  -1.096  0.16
H  4.141  7.462  1.759  0.07
C  -0.848  -1.845  2.481  -0.38
F  -2.290  0.902  1.673  0.03
C  0.939  4.549  -4.345  -0.11
C  1.879  3.448  0.822  -0.38
N  3.196  0.216  0.846  0.24
C  3.178  5.551  1.400  -0.28
N  4.685  -2.280  -2.692  0.21
H  -0.217  -1.488  4.535  0.09
H  2.384  7.509  1.891  0.08
H  1.183  2.469  -4.817  0.11
H  -1.908  -2.327  0.638  0.08
C  3.143  -0.333  -0.159  -0.11
H  -0.469  2.916  -4.432  0.11
H  1.838  2.740  -2.445  0.11
C  -1.014  -1.967  3.975  0.00
C  0.575  3.082  -4.148  -0.26
C  2.764  -3.362  2.653  -0.02
H  0.248  5.215  -3.825  0.07
H  0.468  -0.195  2.645  0.12
C  1.761  -4.002  0.545  -0.03
H  3.547  -3.471  3.390  0.12
C  -1.984  -2.464  1.712  -0.01
O  0.775  -0.424  -1.044  -0.33
H  4.027  5.136  0.848  0.11
V  -0.221  0.280  0.184  0.79
H  -1.097  -3.010  4.283  0.11
H  -2.893  -1.957  2.045  0.11
F  -5.015  1.226  1.356  0.15
H  0.077  4.369  -1.711  0.06
F  -1.916  -0.263  -2.863  0.11
C  1.751  -2.447  2.849  0.01
C  2.764  -4.143  1.506  -0.01
C  0.785  2.589  -2.717  -0.30
H  1.773  -4.609  -0.349  0.12
H  3.152  7.421  0.302  0.07
H  -2.092  -3.523  1.944  0.11
H  3.551  -4.871  1.353  0.13
C  3.853  -1.699  -2.160  -0.14
H  1.948  4.753  -3.975  0.08
H  0.596  1.512  -2.694  0.08
H  -0.013  -2.972  -0.007  0.13
H  -1.952  -1.469  4.233  0.11
C  0.761  -3.079  0.740  0.00
C  -4.251  0.871  0.331  -0.14
C  2.826  -1.001  -1.415  -0.27
C  1.887  4.979  0.826  -0.31
Ge  0.176  2.783  0.160  0.91
N  1.643  -1.048  -1.860  0.12
H  -1.167  3.145  -1.947  0.07
C  -0.113  3.291  -1.700  -0.35
H  0.915  4.819  -5.401  0.07
H  -0.952  3.407  1.007  -0.02
C  -4.009  0.282  -1.995  -0.13
H  1.757  -1.828  3.736  0.13
H  1.039  5.355  1.410  0.11
H  3.283  5.222  2.438  0.11
C  0.731  -2.283  1.899  -0.24
C  3.216  7.071  1.335  -0.11
H  2.053  3.057  1.827  0.06
C  -4.806  0.656  -0.923  -0.12


# 4
Computed, not measured: a 2-piece molecular cluster, C5H12F3NO4PS overall, with ωB97M-V/def2-TZVPD.

Calculated values
Energy above the lowest of the compared OMol25 structures with the same formula, charge and spin, kcal/mol: 10.35
HOMO, eV: -5.4
Frontier orbital gap, eV: 8.25
Net charge: -1
F_max, eV/A: 1.77

Each line ends with the Löwdin charge.
Geometry (Å):
C  -1.425  0.865  1.937  -0.26
H  -0.116  2.930  0.255  -0.09
O  2.042  -0.138  -3.307  -0.36
C  -2.071  1.262  0.567  -0.43
H  -3.463  0.843  2.844  0.11
C  -2.744  -1.665  2.266  -0.12
N  0.462  0.667  -0.629  -0.23
C  -2.439  0.505  3.047  -0.24
H  -3.282  -2.538  2.651  0.08
H  -0.727  0.053  1.732  0.09
F  3.574  -2.690  -2.819  0.11
H  0.583  0.303  -1.566  -0.02
H  -3.396  -1.151  1.554  0.08
P  -0.719  1.937  -0.568  0.77
F  5.461  -1.765  -3.242  0.11
H  -1.846  -2.042  1.768  0.09
C  4.149  -1.678  -3.477  -0.69
H  -2.850  2.020  0.702  0.06
H  -0.837  1.734  2.246  0.08
H  1.347  1.017  -0.301  0.01
H  -2.525  0.394  0.083  0.05
H  -2.118  1.016  3.960  0.11
O  3.736  0.042  -1.551  -0.35
O  4.198  0.914  -3.789  -0.34
O  -2.430  -0.874  3.395  -0.20
F  3.977  -1.923  -4.780  0.11
S  3.458  -0.037  -2.977  0.45


# 5
Computed, not measured: a 2-piece molecular cluster, C4H8NO overall, with ωB97M-V/def2-TZVPD.

Calculated values
Energy above the lowest of the compared OMol25 structures with the same formula, charge and spin, kcal/mol: 87.16
HOMO, eV: -14.3
Frontier orbital gap, eV: 9.62
Net charge: +1
F_max, eV/A: 4.10

Each line ends with the Löwdin charge.
Geometry (Å):
C  0.474  -1.250  -0.140  0.13
H  1.617  -0.725  -1.944  0.14
C  1.790  -1.056  -0.853  0.02
C  1.166  1.130  0.577  -0.01
H  2.245  1.494  0.435  0.15
C  -3.112  0.233  0.198  -0.02
H  -3.765  -0.538  -0.050  0.08
H  0.652  1.320  1.551  0.14
H  2.822  -1.572  -0.600  0.17
O  -1.933  -0.036  0.339  -0.04
H  0.744  1.754  -0.196  0.11
H  -3.375  1.201  0.412  0.07
N  1.075  -0.151  0.080  -0.07
H  -0.401  -1.803  0.190  0.15


What is the energy above the lowest of the compared OMol25 structures with the same formula, charge and spin in the second record? 67.11 kcal/mol